Computed, not measured: a cluster of 7 separate species, C27H66N2O7 in total in a non-equilibrium geometry, with the ωB97M-V functional and the def2-TZVPD basis.

As for the spin multiplicity: 1. The SMILES is CC1(C)CCCC(C)(C)N1O.CC1(C)CCCC(C)(C)N1O.CC(C)O.CC(C)O.CC(C)O.O.O. The value obtained for the energy above the lowest of the compared OMol25 structures with the same formula, charge and spin is 140.12 kJ/mol.

Each line ends with the Mulliken charge.
CARTESIAN COORDINATES (ANGSTROEM)
O -13.166 -7.913 -24.072  -0.55
H -13.035 -7.013 -24.392  0.27
H -13.650 -8.355 -24.780  0.29
O -13.441 -9.250 -21.025  -0.29
H -13.190 -8.920 -21.903  0.11
H -12.729 -8.957 -20.442  0.15
C -11.974 -11.269 -23.742  -1.18
C -11.899 -12.732 -24.155  1.67
C -11.470 -13.602 -22.953  -1.58
C -12.496 -13.586 -21.839  -0.12
C -13.907 -13.919 -22.368  -0.50
C -14.289 -13.497 -23.815  2.07
N -13.106 -13.319 -24.675  0.24
O -13.459 -12.941 -26.004  -0.46
C -15.165 -14.630 -24.387  -1.91
C -15.040 -12.121 -23.744  -1.63
C -10.736 -12.879 -25.155  -2.20
H -12.281 -10.676 -24.608  0.35
H -11.058 -10.823 -23.357  0.36
H -12.732 -11.207 -22.963  -0.08
H -11.352 -14.624 -23.333  0.42
H -10.494 -13.307 -22.561  0.44
H -12.451 -12.555 -21.473  -0.32
H -12.199 -14.256 -21.033  0.64
H -14.607 -13.435 -21.677  -0.60
H -14.172 -14.941 -22.076  0.42
H -16.124 -14.673 -23.874  0.39
H -15.346 -14.346 -25.425  0.52
H -14.616 -15.559 -24.275  0.46
H -14.759 -11.358 -24.468  0.21
H -16.087 -12.362 -23.970  0.47
H -15.012 -11.639 -22.766  0.25
H -10.572 -13.856 -25.614  0.41
H -9.805 -12.537 -24.708  0.42
H -10.996 -12.239 -26.008  0.46
H -13.333 -13.792 -26.437  0.38
C -8.728 -10.918 -14.879  -1.48
C -9.035 -11.501 -16.256  1.30
C -10.523 -11.995 -16.267  -1.38
C -11.506 -10.845 -16.486  -0.98
C -11.317 -10.247 -17.866  0.36
C -9.904 -9.630 -17.917  1.73
N -8.901 -10.545 -17.393  0.41
O -7.607 -10.004 -17.515  -0.50
C -9.631 -9.523 -19.461  -1.64
C -9.907 -8.208 -17.321  -1.53
C -8.165 -12.686 -16.670  -1.84
H -9.545 -10.233 -14.624  0.33
H -8.786 -11.632 -14.058  0.44
H -7.800 -10.346 -14.903  0.34
H -10.620 -12.676 -17.113  0.41
H -10.668 -12.475 -15.300  0.53
H -12.521 -11.176 -16.247  0.34
H -11.339 -10.024 -15.777  0.36
H -12.142 -9.562 -18.022  -0.69
H -11.345 -11.067 -18.591  0.09
H -8.826 -8.810 -19.626  0.40
H -10.543 -9.255 -19.998  0.13
H -9.380 -10.513 -19.842  0.41
H -10.843 -7.729 -17.635  0.30
H -9.258 -7.535 -17.896  0.37
H -9.688 -8.163 -16.260  0.34
H -8.439 -13.610 -16.160  0.35
H -7.982 -12.748 -17.737  0.37
H -7.148 -12.470 -16.303  0.40
H -7.391 -9.585 -16.665  0.33
C -16.265 -5.082 -20.459  -1.40
C -15.494 -6.135 -21.223  1.82
C -16.192 -6.495 -22.549  -1.38
O -14.184 -5.644 -21.506  -0.60
H -17.327 -5.342 -20.575  0.28
H -16.245 -4.117 -20.973  0.37
H -16.163 -4.903 -19.394  0.29
H -15.387 -7.079 -20.685  -0.52
H -15.795 -5.752 -23.256  0.41
H -17.274 -6.432 -22.639  0.40
H -15.857 -7.455 -22.946  0.26
H -13.894 -6.012 -22.345  0.24
C -17.691 -12.806 -18.909  -1.40
C -16.238 -12.885 -19.379  1.09
C -15.587 -11.511 -19.224  -1.33
O -15.487 -13.839 -18.654  -0.61
H -17.759 -12.113 -18.072  0.32
H -18.003 -13.814 -18.637  0.38
H -18.313 -12.425 -19.717  0.36
H -16.216 -13.130 -20.449  -0.17
H -14.554 -11.466 -19.602  0.17
H -15.445 -11.231 -18.174  0.52
H -16.071 -10.659 -19.704  0.38
H -14.565 -13.566 -18.657  0.31
C -16.332 -6.506 -16.954  -1.71
C -15.273 -7.161 -17.835  1.43
C -13.998 -7.566 -17.102  -1.21
O -15.860 -8.249 -18.526  -0.52
H -16.911 -7.258 -16.411  0.40
H -17.047 -5.905 -17.515  0.36
H -15.924 -5.835 -16.195  0.38
H -14.995 -6.378 -18.548  -0.17
H -14.207 -8.350 -16.370  0.32
H -13.624 -6.683 -16.580  0.47
H -13.225 -7.928 -17.775  0.05
H -15.165 -8.571 -19.119  0.05